Record 1
DFT (ωB97M-V with the def2-TZVPD basis set) results for 2 unconnected molecules or ions with the total composition CH6N2S in a non-equilibrium geometry.

The structure (SMILES) is [H]/N=C\N.S. As for the charge: 0. The calculation puts the HOMO-LUMO gap at 10.07 eV. The calculation puts the total energy at -14948.819 eV.

Positions of all 10 atoms, in Å:
H: 0.133 1.220 0.192
N: 0.796 1.175 -0.590
C: 0.186 0.659 -1.569
N: -0.972 -0.116 -1.564
H: 0.772 0.529 -2.481
H: -0.937 -1.073 -1.875
H: -1.770 0.140 -1.011
S: 0.776 -0.672 2.473
H: 0.907 -0.086 3.652
H: 0.110 -1.776 2.773

Record 2
DFT (ωB97M-V with the def2-TZVPD basis set) results for 13 unconnected molecules or ions with the total composition C27H74F5N4O27S in a non-equilibrium geometry.

As for the charge: +1. The calculation puts the HOMO-LUMO gap at 5.96 eV. The calculation puts the total energy at -114848.057 eV.

Positions of all 138 atoms, in Å:
O: 1.746 -3.221 0.025
S: 2.229 -2.719 -1.202
O: 3.067 -3.605 -1.932
N: 0.940 -2.205 -2.267
N: 0.867 -2.466 -3.571
N: -0.198 -1.882 -4.004
N: -0.840 -1.272 -3.066
C: -0.124 -1.465 -1.899
O: -0.397 -1.043 -0.720
C: 3.190 -1.143 -0.889
F: 2.367 -0.186 -0.433
F: 4.155 -1.425 -0.045
C: 3.851 -0.562 -2.193
F: 4.534 0.523 -1.800
F: 2.947 -0.151 -3.085
F: 4.725 -1.390 -2.726
H: 1.543 -3.017 -4.105
H: -0.352 -0.063 -0.679
C: -4.005 -0.133 1.668
C: -2.616 0.177 2.186
O: -1.796 0.634 1.095
O: -3.926 -1.115 0.633
H: -4.643 -0.514 2.462
H: -4.465 0.766 1.239
H: -2.147 -0.721 2.583
H: -2.639 0.941 2.967
H: -2.112 1.507 0.833
H: -3.133 -0.897 0.127
C: -0.085 2.385 -6.078
C: 0.981 1.520 -6.719
O: 0.362 0.397 -7.359
O: -0.836 1.612 -5.144
H: 0.358 3.229 -5.555
H: -0.784 2.761 -6.836
H: 1.657 1.121 -5.961
H: 1.563 2.079 -7.455
H: -0.118 0.727 -8.128
H: -0.938 0.739 -5.547
C: -2.905 -1.889 5.532
C: -3.624 -2.857 6.449
O: -3.739 -4.130 5.799
O: -3.613 -1.770 4.300
H: -2.830 -0.900 5.985
H: -1.896 -2.256 5.303
H: -4.633 -2.512 6.653
H: -3.094 -2.982 7.396
H: -2.856 -4.514 5.752
H: -3.938 -2.659 4.095
C: 7.995 1.643 -0.078
C: 7.324 2.948 0.305
O: 7.001 3.684 -0.878
O: 9.161 1.901 -0.843
H: 8.282 1.075 0.808
H: 7.320 1.032 -0.694
H: 8.003 3.568 0.889
H: 6.411 2.773 0.883
H: 6.288 3.215 -1.327
H: 8.945 2.648 -1.418
C: 1.490 6.892 -4.606
C: 2.553 6.024 -5.251
O: 1.929 4.908 -5.893
O: 0.737 6.127 -3.671
H: 1.938 7.736 -4.082
H: 0.795 7.268 -5.366
H: 3.228 5.623 -4.494
H: 3.134 6.584 -5.989
H: 1.449 5.249 -6.662
H: 0.630 5.253 -4.068
C: -4.831 -3.774 -1.770
C: -3.793 -4.669 -1.121
O: -2.516 -4.011 -1.132
O: -4.440 -3.459 -3.103
H: -5.804 -4.265 -1.804
H: -4.923 -2.833 -1.216
H: -3.677 -5.593 -1.686
H: -4.065 -4.910 -0.091
H: -2.571 -3.275 -0.509
H: -3.483 -3.334 -3.077
C: -0.239 7.978 -8.452
C: 0.322 9.324 -8.038
O: 1.498 9.604 -8.799
O: 0.745 6.965 -8.263
H: -1.119 7.720 -7.862
H: -0.510 7.987 -9.514
H: 0.620 9.307 -6.989
H: -0.409 10.123 -8.188
H: 1.225 9.773 -9.708
H: 1.590 7.364 -8.518
C: -6.797 -3.995 8.045
C: -6.834 -5.262 8.875
O: -7.057 -4.930 10.250
O: -5.780 -3.128 8.528
H: -6.593 -4.221 6.997
H: -7.753 -3.461 8.116
H: -5.875 -5.777 8.827
H: -7.622 -5.940 8.533
H: -7.965 -4.610 10.327
H: -5.798 -3.205 9.496
C: 5.359 2.115 -6.684
C: 6.283 3.318 -6.646
O: 5.517 4.493 -6.367
O: 4.350 2.306 -7.666
H: 5.910 1.205 -6.927
H: 4.859 1.985 -5.713
H: 6.757 3.468 -7.615
H: 7.060 3.202 -5.883
H: 5.219 4.434 -5.452
H: 4.107 3.243 -7.618
C: -3.897 -4.153 11.822
C: -2.417 -3.970 11.549
O: -1.936 -2.827 12.261
O: -4.610 -2.983 11.440
H: -4.298 -5.000 11.263
H: -4.071 -4.317 12.891
H: -2.246 -3.777 10.489
H: -1.845 -4.853 11.850
H: -1.941 -3.046 13.200
H: -4.048 -2.235 11.687
C: -8.697 -7.679 13.189
C: -8.198 -6.320 13.640
O: -7.028 -5.972 12.899
O: -7.679 -8.653 13.365
H: -9.572 -7.987 13.762
H: -8.957 -7.655 12.122
H: -7.912 -6.349 14.691
H: -8.962 -5.548 13.498
H: -7.299 -5.794 11.985
H: -6.849 -8.215 13.131
C: 10.151 2.222 -9.785
C: 8.918 2.311 -8.907
O: 8.402 3.646 -8.938
O: 11.132 3.149 -9.344
H: 10.583 1.221 -9.753
H: 9.898 2.470 -10.824
H: 9.173 2.094 -7.870
H: 8.142 1.615 -9.240
H: 8.035 3.794 -9.818
H: 10.651 3.944 -9.079

- Among the records above, which one has the highest HOMO-LUMO gap?
  CH6N2S

- Which of these has the highest HOMO-LUMO gap?
  CH6N2S

- charge of number 2 (C27H74F5N4O27S)?
  +1